DFT (ωB97M-V/def2-TZVPD) results for C14H14Cl3CrIN2O2 as an isolated structure.

```
37
C14H14Cl3CrIN2O2, DFT ωB97M-V/def2-TZVPD
C -1.21 1.36 1.04
C 1.41 1.41 -0.61
H -2.21 1.64 0.68
H -0.60 2.27 1.17
H -1.32 0.87 2.03
H 1.74 1.38 -1.66
H 1.05 2.42 -0.36
H 2.28 1.17 0.03
C -2.70 -1.31 0.57
C -3.74 -2.20 0.35
C -3.54 -3.29 -0.51
C -2.29 -3.44 -1.10
H -2.80 -0.42 1.19
H -4.69 -2.02 0.84
H -4.33 -4.00 -0.72
H -2.05 -4.25 -1.78
N -1.48 -1.47 0.02
C -1.27 -2.51 -0.83
C 0.04 -2.54 -1.46
N 0.86 -1.51 -1.13
C 2.08 -1.44 -1.69
C 1.67 -3.42 -3.00
C 2.51 -2.36 -2.65
H 2.69 -0.60 -1.36
H 3.50 -2.23 -3.09
C 0.42 -3.51 -2.39
H -0.28 -4.31 -2.60
H 1.97 -4.15 -3.75
Cr -0.01 0.02 0.01
I -1.15 1.17 -1.98
Cl 3.65 0.07 4.28
C 1.97 0.42 3.80
Cl 0.86 0.37 5.18
Cl 1.91 2.04 3.06
C 1.48 -0.73 2.76
O 1.59 -1.85 3.24
O 1.05 -0.38 1.60
```

Gap between HOMO and LUMO (alpha / beta) = 7.4 / 5.5 eV
E_HOMO (alpha / beta) = -8.5786 / -8.3015 eV
LUMO level (alpha / beta) = -1.14 / -2.85 eV
Molar mass = 527.54 u
Spin multiplicity = 5
<S²> = 6.053
Energy above the lowest of the compared OMol25 structures with the same formula, charge and spin = 9.8 kcal per mole

DFT (ωB97M-V/def2-TZVPD) results for a 10-piece molecular cluster, C32H58BBr18F4IN3O4 overall.

```
121
C32H58BBr18F4IN3O4, DFT ωB97M-V/def2-TZVPD
C 4.40 3.80 4.14
C 4.59 4.26 2.67
C 4.52 3.14 1.63
I 4.42 3.88 -0.40
N 3.61 2.03 1.86
C 2.33 2.01 2.21
N 1.78 0.74 2.43
C 0.52 0.96 3.23
C -0.43 -0.25 2.99
B 0.15 -1.23 1.84
O 0.91 -2.28 2.29
O -0.01 -1.05 0.47
C 0.74 1.10 4.76
F -0.53 1.01 5.34
F 1.25 2.35 5.14
C 1.70 0.08 5.45
F 1.17 -0.23 6.71
F 1.85 -1.08 4.76
C 0.10 2.33 2.60
C -0.47 2.13 1.18
C -0.91 3.16 3.41
C -2.29 2.55 3.63
O -2.91 2.73 4.72
N 1.46 3.00 2.48
C 1.45 4.29 1.80
C 1.33 5.46 2.76
O 1.55 6.61 2.35
H 5.30 3.99 4.72
H 3.61 4.41 4.61
H 4.10 2.76 4.23
H 3.97 5.13 2.42
H 5.62 4.64 2.59
H 5.51 2.67 1.63
H 4.01 1.11 1.69
H 2.48 0.22 2.98
H -1.44 0.06 2.75
H -0.51 -0.86 3.89
H 1.45 -2.66 1.58
H -0.89 -1.29 0.15
H 2.68 0.55 5.64
H -1.39 1.53 1.19
H 0.23 1.63 0.50
H -0.73 3.09 0.72
H -0.55 3.46 4.39
H -1.10 4.09 2.85
H -2.79 1.98 2.82
H 0.60 4.37 1.11
H 2.34 4.47 1.20
H 1.04 5.26 3.81
Br 5.68 -0.40 4.15
C 5.04 -0.97 5.91
C 6.03 -1.88 6.58
Br 6.01 -3.65 5.80
H 4.08 -1.45 5.74
H 4.90 -0.06 6.48
H 5.76 -2.01 7.63
H 7.05 -1.51 6.50
Br -1.75 -2.81 -1.71
C -0.65 -3.74 -3.03
C 0.46 -4.53 -2.39
Br 1.94 -3.42 -1.78
H -0.29 -2.98 -3.72
H -1.34 -4.40 -3.55
H 0.90 -5.21 -3.12
H 0.12 -5.10 -1.53
Br -1.50 -7.37 -3.03
C -3.37 -7.26 -2.50
C -4.27 -6.97 -3.67
Br -4.16 -5.10 -4.21
H -3.43 -6.51 -1.72
H -3.61 -8.24 -2.08
H -5.31 -7.13 -3.40
H -4.03 -7.56 -4.55
Br -2.39 3.19 -1.78
C -1.51 2.33 -3.28
C -0.28 1.55 -2.90
Br 1.26 2.69 -2.53
H -1.28 3.12 -3.99
H -2.26 1.66 -3.70
H 0.02 0.93 -3.74
H -0.42 0.92 -2.02
Br 3.49 7.79 -2.04
C 1.86 8.79 -1.69
C 1.06 8.17 -0.57
Br 0.14 6.56 -1.17
H 1.31 8.84 -2.62
H 2.18 9.79 -1.40
H 0.28 8.85 -0.24
H 1.68 7.88 0.27
Br -6.12 -7.19 -6.72
C -5.07 -6.23 -8.04
C -3.94 -7.07 -8.57
Br -2.50 -7.23 -7.28
H -4.71 -5.32 -7.55
H -5.77 -5.97 -8.83
H -3.50 -6.61 -9.45
H -4.26 -8.08 -8.81
Br 7.44 2.69 -2.78
C 6.57 1.66 -4.19
C 5.09 1.52 -3.94
Br 4.70 0.23 -2.54
H 7.08 0.70 -4.23
H 6.75 2.21 -5.11
H 4.59 1.14 -4.83
H 4.63 2.46 -3.64
Br -10.51 -6.90 -9.39
C -9.39 -5.37 -8.97
C -8.85 -4.71 -10.21
Br -7.41 -5.75 -11.01
H -8.60 -5.73 -8.31
H -10.02 -4.68 -8.42
H -8.41 -3.75 -9.97
H -9.60 -4.59 -10.98
Br -2.35 -1.94 6.70
C -2.72 -0.16 7.41
C -3.13 -0.21 8.86
Br -4.95 -0.85 9.07
H -3.49 0.28 6.78
H -1.79 0.40 7.30
H -3.12 0.79 9.29
H -2.50 -0.87 9.44
```

Gap between HOMO and LUMO = 8.6 eV
E_HOMO = -11.2710 eV
LUMO level = -2.71 eV
Molar mass = 2200.81 u
Charge = +1
Spin multiplicity = 1
Energy above the lowest of the compared OMol25 structures with the same formula, charge and spin = 0.0 kcal per mole

DFT (ωB97M-V/def2-TZVPD) results for the molecule C3H10N4O.

```
18
C3H10N4O, DFT ωB97M-V/def2-TZVPD
C 0.05 -0.99 -1.04
C -0.40 -2.10 -0.13
N -1.07 0.69 0.43
N 1.08 0.22 -0.19
C 0.13 1.11 0.68
N -2.06 1.04 1.36
N 2.06 1.00 -0.89
O 0.67 1.99 1.34
H 1.60 -0.37 0.46
H -2.85 1.43 0.86
H -1.71 1.71 2.04
H 2.36 1.74 -0.24
H 1.58 1.47 -1.65
H 0.84 -1.29 -1.72
H -0.74 -0.48 -1.57
H -1.25 -1.79 0.48
H 0.40 -2.43 0.53
H -0.69 -2.96 -0.74
```

Gap between HOMO and LUMO = 8.1 eV
E_HOMO = -7.2850 eV
LUMO level = 0.81 eV
Molar mass = 118.14 u
Spin multiplicity = 1
Energy above the lowest of the compared OMol25 structures with the same formula, charge and spin = 102.9 kcal per mole

DFT (ωB97M-V/def2-TZVPD) results for a 2-piece molecular cluster, C5H12N2 overall.

```
19
C5H12N2, DFT ωB97M-V/def2-TZVPD
C 1.12 1.47 -0.71
C -0.69 -0.41 -1.52
C -1.62 0.44 0.66
N 1.89 -0.44 0.19
C 0.66 -0.68 0.58
C -0.38 0.06 -0.11
N 0.42 -1.45 1.69
H 2.57 -1.16 0.45
H -0.52 -1.53 2.04
H 1.15 -1.58 2.37
H 1.21 2.06 0.19
H 0.40 1.83 -1.44
H 2.06 1.37 -1.25
H -1.43 -1.23 -1.51
H 0.20 -0.75 -2.05
H -1.14 0.39 -2.12
H -1.39 0.78 1.67
H -2.16 1.24 0.14
H -2.34 -0.40 0.75
```

Gap between HOMO and LUMO = 8.6 eV
E_HOMO = -7.7695 eV
LUMO level = 0.84 eV
Molar mass = 100.16 u
Spin multiplicity = 1
Energy above the lowest of the compared OMol25 structures with the same formula, charge and spin = 82.6 kcal per mole